No. 1
Here is C16H21Cl5F3IrN4O7Se as an isolated structure from the Open Molecules 2025 dataset. Energies are from ωB97M-V/def2-TZVPD.

XYZ file:
```
58
Properties=species:S:1:pos:R:3:forces:R:3:nbo_charge:R:1
Ir -0.46894 -0.01120 -0.11794 -0.026 -0.089 -0.214 1.151
N 4.63083 0.55632 -0.18780 0.028 -0.059 -0.008 -0.822
C 3.34379 -0.11538 -0.29595 0.078 -0.049 0.037 -0.063
C 3.04960 -1.05380 0.88036 -0.025 -0.006 0.003 -0.426
C 1.82333 -1.96350 0.75806 -0.038 -0.070 -0.026 -0.046
N 0.52487 -1.31643 1.13579 0.131 0.074 0.038 -0.725
C 1.72530 -2.60319 -0.62476 0.023 0.035 0.006 -0.420
C 1.94581 -1.60553 -1.75889 -0.106 -0.094 -0.010 -0.041
N 0.77097 -0.69557 -1.82909 -0.047 -0.071 -0.077 -0.827
C 3.26979 -0.87559 -1.60280 -0.030 0.017 -0.067 -0.406
H 4.67832 1.12149 0.65165 -0.021 0.031 -0.025 0.370
H 0.00249 3.74552 -2.68701 0.124 -0.098 0.225 0.520
H 5.38978 -0.11600 -0.14906 -0.005 0.001 0.020 0.346
H 2.59102 0.65626 -0.35141 -0.084 0.110 0.048 0.209
H 3.00750 -0.48452 1.81281 -0.024 0.022 -0.005 0.225
H 3.91010 -1.72893 0.96471 -0.002 0.009 0.036 0.207
H 1.95636 -2.76205 1.49427 -0.014 -0.022 -0.029 0.201
H 0.68134 -0.76555 1.98014 0.011 -0.023 0.013 0.413
H -0.12227 -2.05821 1.38636 -0.059 -0.011 0.045 0.408
H 0.75692 -3.10054 -0.74100 0.000 0.003 0.009 0.216
H 2.49094 -3.37898 -0.69629 0.004 0.003 0.002 0.226
H 1.98361 -2.15919 -2.70240 -0.012 -0.033 0.024 0.198
H 0.02445 -1.26905 -2.21758 -0.012 0.042 -0.073 0.396
H 0.88987 0.03119 -2.53988 0.144 0.223 0.179 0.444
H 3.43310 -0.18651 -2.43363 -0.019 0.009 0.003 0.234
H 4.07066 -1.62401 -1.64448 -0.004 0.000 -0.017 0.200
Cl -1.53576 3.14433 0.85405 0.011 -0.036 0.016 0.057
C -2.09286 1.79767 1.78608 0.002 -0.010 0.068 -0.074
C -1.80926 0.46791 1.40750 0.054 0.046 -0.013 -0.271
C -2.46293 -0.49111 2.19406 -0.058 -0.014 -0.016 0.013
Cl -2.41774 -2.19612 1.76740 0.107 -0.015 0.055 -0.032
C -3.23989 -0.19811 3.31689 -0.004 -0.032 -0.006 -0.134
Cl -3.98107 -1.44506 4.24773 0.000 0.000 0.000 0.050
C -3.42305 1.12342 3.69055 -0.002 0.040 -0.001 -0.080
Cl -4.35186 1.51601 5.08225 -0.003 -0.005 0.006 0.060
C -2.86305 2.12531 2.90543 -0.001 -0.032 -0.011 -0.086
Cl -3.13842 3.76571 3.34089 -0.002 0.010 0.004 0.065
F 2.49842 4.24550 1.21952 -0.020 0.011 0.005 -0.303
C 1.98843 3.08790 1.62218 0.100 -0.041 -0.032 0.888
F 1.17795 3.32081 2.65735 -0.031 -0.015 0.020 -0.311
F 3.01458 2.32758 2.08280 0.007 0.016 -0.011 -0.341
C 1.27610 2.33591 0.46981 0.083 -0.221 -0.263 0.713
O 1.28311 2.77960 -0.65326 -0.027 0.085 -0.041 -0.615
O 0.81699 1.20867 0.88899 -0.232 0.308 0.208 -0.722
C -3.46601 -2.75568 -1.83491 -0.001 0.010 0.012 -0.698
C -2.89337 -1.48414 -1.28828 0.041 -0.047 0.029 0.728
N -3.69078 -0.44841 -1.12825 0.043 0.103 0.060 -0.757
O -1.66652 -1.46955 -1.01582 -0.018 -0.067 -0.086 -0.671
H -4.53728 -2.82540 -1.65799 -0.003 0.005 -0.006 0.230
H -2.95945 -3.60389 -1.38218 -0.005 0.003 0.006 0.245
H -3.28777 -2.77792 -2.91129 0.002 -0.005 0.001 0.252
H -4.65543 -0.51120 -1.40227 0.005 0.018 -0.015 0.411
H -3.27016 0.46679 -0.97122 -0.003 -0.040 -0.033 0.461
O -0.07178 1.36286 -3.60456 -0.094 0.033 -0.021 -1.056
Se -1.34311 1.98282 -2.83079 0.200 -0.115 -0.045 2.792
O -0.91829 3.60510 -2.41846 -0.139 0.195 -0.207 -0.921
O -1.57942 1.26551 -1.35877 -0.067 -0.131 0.190 -1.083
O -2.75985 2.04016 -3.55961 0.041 -0.007 -0.010 -0.998
```
Positions in Å, forces in eV/Å.

Calculated values
orbital gap = 8.628 eV
ΔE to the lowest compared entry with this formula, charge and spin = 55.4 kJ/mol
max |F| = 0.44 eV/A


No. 2
Here is C3H9O3 as an isolated structure at a distorted geometry from the Open Molecules 2025 dataset. Energies are from ωB97M-V/def2-TZVPD.

XYZ file:
```
15
Properties=species:S:1:pos:R:3:forces:R:3:nbo_charge:R:1
O -3.75879 1.52825 1.31808 -0.495 -1.936 1.290 -0.959
H -3.89752 1.32455 2.25253 0.174 0.449 0.034 0.472
H -3.48833 2.49484 1.08494 -0.313 -1.830 1.668 0.431
C -3.35132 3.09872 -0.10141 0.497 3.968 -3.108 0.213
C -2.11287 2.65510 -0.86804 0.490 -0.604 -0.151 -0.672
C -4.68592 3.03529 -0.82285 -2.053 0.207 -0.111 -0.139
O -5.65068 4.11458 -0.34888 0.804 -1.671 -0.300 -0.763
O -3.18551 4.28484 0.63687 1.379 -0.460 -0.697 -0.674
H -2.16122 1.58480 -1.14231 -0.592 0.362 0.132 0.237
H -1.97558 3.18013 -1.87134 -0.040 -0.197 1.453 0.220
H -1.18104 2.63142 -0.23551 -0.947 0.755 -0.604 0.242
H -4.58975 3.25161 -1.94498 0.045 -0.840 1.454 0.189
H -5.20411 2.05157 -0.51993 1.050 1.242 -1.098 0.222
H -6.53433 3.69492 -0.42398 0.878 0.504 0.173 0.479
H -4.02695 4.64330 0.90743 -0.877 0.053 -0.134 0.502
```
Positions in Å, forces in eV/Å.

Calculated values
2S+1 = 2
orbital gap (alpha / beta) = 8.238 / 11.071 eV
ΔE to the lowest compared entry with this formula, charge and spin = 126.6 kJ/mol
max |F| = 5.06 eV/A


No. 3
Here is C9H18I2N2O3Re as an isolated structure at a distorted geometry from the Open Molecules 2025 dataset. Energies are from ωB97M-V/def2-TZVPD.

XYZ file:
```
35
Properties=species:S:1:pos:R:3:forces:R:3:nbo_charge:R:1
Re 1.30164 -0.09502 -1.37940 -2.992 -0.028 2.135 1.517
C -0.67816 3.90988 1.61780 -0.063 1.493 1.485 -0.455
N -0.72406 3.15468 0.40800 1.535 -3.383 -0.677 -0.229
C -1.38636 3.76908 -0.69970 -0.786 1.231 -1.621 -0.459
C -0.11266 1.97688 0.24220 -0.822 2.742 2.749 0.617
O -0.04566 1.42088 -0.89660 1.449 -2.506 -2.907 -0.648
C 0.61344 1.24128 1.37720 0.038 1.088 0.370 -0.168
O 0.97294 -0.07502 0.93860 0.419 -0.070 -1.812 -0.549
C 0.21414 -1.19462 1.42690 -0.214 -1.064 0.508 -0.169
C -0.34636 -2.00042 0.25130 -1.393 -2.550 2.917 0.623
O -0.08486 -1.57662 -0.91300 1.975 2.403 -2.961 -0.653
N -1.03486 -3.13322 0.43580 1.727 3.275 -0.749 -0.229
C -1.54766 -3.84292 -0.69360 -0.598 -1.439 -1.544 -0.458
C -1.26066 -3.72862 1.71400 -0.274 -1.267 1.577 -0.456
H -1.66546 4.32038 1.87120 0.083 -0.452 -0.143 0.285
H -0.29146 3.36538 2.47080 0.001 -0.192 0.023 0.231
H -0.05376 4.81018 1.48910 0.023 -0.384 -0.195 0.278
H -2.33676 4.22568 -0.38750 0.216 -0.411 0.116 0.284
H -0.80156 4.61218 -1.10280 0.090 -0.296 0.243 0.268
H -1.56116 3.06328 -1.51200 -0.079 0.084 0.230 0.241
H 1.55844 1.76178 1.60340 -0.291 -0.099 0.030 0.276
H 0.01714 1.19938 2.29490 0.102 -0.084 -0.168 0.280
H 0.90704 -1.82392 2.01070 -0.252 0.215 -0.128 0.284
H -0.59906 -0.86092 2.08130 0.148 0.053 -0.100 0.273
H -1.50276 -3.24892 -1.60600 -0.100 -0.060 0.213 0.239
H -0.98666 -4.77782 -0.86220 0.067 0.355 0.183 0.270
H -2.57946 -4.18022 -0.51810 0.223 0.417 0.115 0.282
H -1.03756 -3.08082 2.55330 -0.019 0.196 -0.002 0.231
H -2.29396 -4.08722 1.80580 0.103 0.411 -0.164 0.285
H -0.65786 -4.64472 1.83050 0.066 0.333 -0.231 0.277
I 1.65434 -0.11062 -4.10010 0.299 0.009 0.470 0.759
C 3.80654 -0.09462 -3.76640 0.093 0.008 -0.234 -0.642
I 4.01214 -0.09202 -1.60690 -0.166 -0.017 -0.259 0.692
H 4.25934 0.81248 -4.18880 -0.306 -0.018 0.259 0.311
H 4.27164 -0.99522 -4.18980 -0.301 0.011 0.271 0.312
```
Positions in Å, forces in eV/Å.

Calculated values
2S+1 = 4
orbital gap (alpha / beta) = 5.798 / 5.387 eV
net charge = +4
ΔE to the lowest compared entry with this formula, charge and spin = 110.9 kJ/mol
max |F| = 4.29 eV/A